1.
This record from OMol25 describes a 2-piece molecular cluster, C2H3O2P overall at a distorted geometry. The level of theory is ωB97M-V/def2-TZVPD.

Values from the calculation:
Energy above the lowest of the compared OMol25 structures with the same formula, charge and spin = 119.6 kcal per mole
HOMO level (spin up / spin down) = -9.41 / -9.38 eV
HOMO-LUMO gap (spin up / spin down) = 7.72 / 8.37 eV

Cartesian coordinates (Å):
P -1.375 -1.153 2.193
O 0.972 1.445 -0.395
O 1.504 0.422 -2.598
C 0.861 0.609 -1.631
C -0.131 0.576 -0.711
H 0.031 -0.608 2.305
H -1.066 0.668 -0.365
H -0.795 -1.959 1.201

Forces on the atoms, in the same order (eV/Å):
1.82 0.71 0.08
-0.81 -1.05 -0.66
-0.10 0.10 0.51
0.12 0.06 -0.45
3.94 0.78 -0.32
-1.52 -0.29 0.21
-3.19 0.13 0.94
-0.25 -0.44 -0.31

---

2.
This record from OMol25 describes a 2-piece molecular cluster, C2H3O2S2 overall at a distorted geometry. The level of theory is ωB97M-V/def2-TZVPD.

Values from the calculation:
Net charge = -1
Energy above the lowest of the compared OMol25 structures with the same formula, charge and spin = 53.7 kcal per mole
HOMO level (spin up / spin down) = -3.05 / -3.05 eV
HOMO-LUMO gap (spin up / spin down) = 6.70 / 6.70 eV

Cartesian coordinates (Å):
S -1.067 -0.730 -2.241
S -1.493 -3.373 -1.052
O -0.154 0.494 -1.957
O -0.158 1.928 1.687
C -0.773 -1.906 -1.025
C 0.588 1.462 0.871
H 1.615 0.917 1.016
H 0.540 1.549 -0.235
H -0.231 -1.422 -0.308

Forces on the atoms, in the same order (eV/Å):
1.06 -0.18 0.90
-0.13 -1.13 0.42
-0.51 -0.45 -0.22
0.39 -0.48 0.07
-2.21 1.07 -3.53
2.02 -0.06 -1.46
-1.36 0.36 1.15
-1.11 0.23 0.29
1.86 0.65 2.38

---

3.
This record from OMol25 describes C2H3O2S2 as an isolated structure at a distorted geometry. The level of theory is ωB97M-V/def2-TZVPD.

Values from the calculation:
Net charge = -1
Energy above the lowest of the compared OMol25 structures with the same formula, charge and spin = 66.1 kcal per mole
HOMO level (spin up / spin down) = -3.92 / -3.74 eV
HOMO-LUMO gap (spin up / spin down) = 5.64 / 5.42 eV

Cartesian coordinates (Å):
S 1.865 1.530 0.719
S -1.511 1.896 0.201
O 0.988 -1.219 0.357
O 3.190 -0.724 -0.142
C 2.052 -0.772 0.142
C -1.627 0.165 -0.218
H -1.257 -0.147 -1.250
H -2.615 -0.246 -0.180
H -1.086 -0.484 0.370

Forces on the atoms, in the same order (eV/Å):
-1.51 0.74 -0.13
1.40 -0.15 0.24
0.27 -0.41 -0.18
0.57 -0.37 -0.27
-0.46 0.07 0.35
-0.11 -0.14 -2.76
-0.36 0.92 0.84
-1.13 0.23 0.10
1.34 -0.88 1.79

---

4.
This record from OMol25 describes C2H3O2Tl as an isolated structure at a distorted geometry. The level of theory is ωB97M-V/def2-TZVPD.

Values from the calculation:
2S+1 = 2
Net charge = -1
Expectation value of S² = 0.884
HOMO level (spin up / spin down) = -1.34 / -1.81 eV
HOMO-LUMO gap (spin up / spin down) = 4.97 / 5.08 eV

Cartesian coordinates (Å):
Tl 1.969 0.677 -0.040
O 1.273 -1.421 -0.708
O 2.229 -1.558 0.229
C -0.377 1.192 0.023
C -1.082 0.006 -0.078
H -1.959 -0.128 -0.742
H -1.005 1.942 0.552
H -1.048 -0.710 0.764

Forces on the atoms, in the same order (eV/Å):
1.04 0.06 -0.08
-2.27 0.61 -2.36
1.52 -0.18 2.35
-2.30 -0.77 0.62
0.03 -0.07 0.84
0.59 0.03 0.07
1.04 0.48 -0.66
0.36 -0.16 -0.77

---

5.
This record from OMol25 describes a 2-piece molecular cluster, C2H3O3 overall at a distorted geometry. The level of theory is ωB97M-V/def2-TZVPD.

Values from the calculation:
Net charge = -1
Energy above the lowest of the compared OMol25 structures with the same formula, charge and spin = 29.8 kcal per mole
HOMO level = -2.54 eV
HOMO-LUMO gap = 6.54 eV

Cartesian coordinates (Å):
O -0.565 -0.273 0.687
O 2.165 0.369 -0.152
O 2.008 -0.997 1.687
C -1.197 0.154 -0.463
C 1.926 -0.342 0.740
H -0.668 0.158 -1.443
H -1.563 1.364 -0.386
H -2.107 -0.435 -0.671

Forces on the atoms, in the same order (eV/Å):
0.29 0.28 -1.44
-0.11 -0.02 -0.47
-0.09 -0.91 0.86
-0.29 1.96 1.49
-0.43 0.99 -0.42
0.54 -0.12 0.26
0.46 -2.32 -0.25
-0.37 0.14 -0.03

---

6.
This record from OMol25 describes C2H3O3S as an isolated structure at a distorted geometry. The level of theory is ωB97M-V/def2-TZVPD.

Values from the calculation:
Net charge = -1
Energy above the lowest of the compared OMol25 structures with the same formula, charge and spin = 80.5 kcal per mole
HOMO level = -3.27 eV
HOMO-LUMO gap = 7.39 eV

Cartesian coordinates (Å):
S -1.734 0.021 -0.233
O -2.366 0.663 0.946
O 0.958 0.805 -1.033
O -1.606 -1.452 -0.086
C 1.223 -0.354 -0.280
C 0.116 0.532 0.037
H 0.275 1.417 1.131
H 2.146 -0.339 0.293
H 0.989 -1.292 -0.775

Forces on the atoms, in the same order (eV/Å):
0.55 0.26 0.00
0.00 0.14 0.09
0.09 0.78 -1.07
0.04 -0.26 -0.10
0.20 -0.85 0.34
-0.33 2.53 3.83
-0.53 -2.66 -3.22
-0.01 0.06 0.09
-0.01 0.01 0.04